C6H7NO2S | wB97M-V/def2-TZVPD

The geometry in ORCA input format:
```
! wB97M-V def2-TZVPD RIJCOSX def2/J DEFGRID3
* xyz 0 1
C -1.53928 1.43357 -0.71227
C -2.26259 0.28206 -0.89860
C -0.17708 1.32171 -0.58090
C -1.69873 -0.98102 -0.79634
C 0.38393 0.07213 -0.65229
C 2.55782 -0.66446 0.91292
N -0.40582 -1.21319 -0.78891
O 0.25953 -2.26122 -0.90105
O 2.74611 1.08570 -0.89290
S 2.14930 -0.25998 -0.79400
H -2.16517 2.27809 -0.72316
H -3.37489 0.48788 -0.95921
H 0.33328 2.28543 -0.49523
H -2.26115 -1.83589 -0.83223
H 3.58138 -0.86253 1.05636
H 2.08920 -1.59385 1.42766
H 2.21691 0.04406 1.67863
*
```

Calculated values
ΔE to the lowest compared entry with this formula, charge and spin: 417.5 kJ/mol
E_HOMO: -8.875 eV
gap between HOMO and LUMO: 8.7847 eV
molecular weight: 157.19 g mol⁻¹
electronic energy: -22751.5759 eV

***

C38H53Br61FINS2 | wB97M-V/def2-TZVPD

The geometry in ORCA input format:
```
! wB97M-V def2-TZVPD RIJCOSX def2/J DEFGRID3
* xyz 1 1
C -0.96080 5.17435 0.27454
C -0.28962 4.31737 1.35119
C -0.99750 2.97884 1.38428
C -0.49720 1.95864 2.43595
C 1.01136 2.00619 2.75809
C 1.45766 3.08861 3.73875
C 1.57420 2.57383 5.16991
F 0.79410 3.31026 6.05465
N -1.14085 2.47145 3.70159
C -1.47553 1.63734 4.61973
C -2.13280 2.02140 5.88136
S -2.74453 3.72273 5.91758
C -4.44614 3.58869 5.31244
C -4.62523 3.49353 3.79222
S -1.05133 0.03566 4.11269
C -1.20751 0.57550 2.28559
C -0.52786 -0.60139 1.52849
C 0.81556 -0.33147 0.85818
C 0.86733 0.68763 -0.25233
Br -0.26614 0.20687 -1.78058
C -2.74100 0.58626 2.14778
I -3.42251 0.93465 0.11942
C -3.42838 -0.70969 2.62565
C -4.21501 -0.54724 3.92840
H -1.24189 4.58526 -0.58885
H -0.36653 6.03544 0.00661
H -1.89387 5.55317 0.68178
H -0.41211 4.86969 2.27469
H 0.75513 4.20924 1.07827
H -1.06073 2.53054 0.40414
H -2.02237 3.18427 1.67562
H 1.37554 1.04788 3.09541
H 1.53184 2.18397 1.82479
H 0.88579 4.00874 3.69456
H 2.46329 3.36431 3.44738
H 2.60442 2.58390 5.50073
H 1.27525 1.53152 5.20821
H -1.32895 3.46431 3.84078
H -1.43973 1.88759 6.70472
H -2.98302 1.36657 6.03968
H -4.92562 4.49324 5.65304
H -4.88565 2.73182 5.80460
H -5.42190 4.15750 3.49011
H -3.72651 3.83720 3.29758
H -4.86273 2.48709 3.48738
H -1.20703 -1.01793 0.79487
H -0.35489 -1.41316 2.22486
H 1.13842 -1.27127 0.42240
H 1.59556 -0.07660 1.56179
H 1.86308 0.64303 -0.64703
H 0.69986 1.70222 0.06622
H -3.16749 1.40563 2.69386
H -4.16182 -0.98784 1.88520
H -2.75568 -1.55433 2.68543
H -3.72868 -1.02314 4.76985
H -4.33048 0.50310 4.17930
H -5.21585 -0.93709 3.81544
C -4.84836 -4.57070 2.94291
Br -6.15606 -3.46252 2.07459
Br -3.14806 -4.46717 2.05454
Br -4.69540 -4.16859 4.81546
H -5.18769 -5.59399 2.86116
C -0.87106 -6.23443 -0.95703
Br -0.46585 -4.38510 -1.25002
Br -1.75331 -7.02512 -2.47421
Br 0.66931 -7.24196 -0.42958
H -1.56607 -6.25426 -0.13539
C 3.24050 3.09849 -3.29739
Br 4.26501 4.44652 -2.39646
Br 1.82326 2.44011 -2.17470
Br 2.63419 3.70360 -5.01802
H 3.88216 2.25037 -3.47489
C -4.00730 -3.65867 -3.25452
Br -2.98987 -2.16261 -2.62024
Br -5.30726 -4.19841 -1.94708
Br -4.81199 -3.30314 -4.96088
H -3.32338 -4.48639 -3.38272
C 1.70107 7.75397 4.02183
Br 1.28097 7.67481 2.14704
Br 1.23597 6.10675 4.91085
Br 3.53703 8.20955 4.31807
H 1.09645 8.53618 4.45489
C 6.74380 6.92933 -0.26458
Br 7.76389 8.24718 0.68211
Br 5.26853 6.28486 0.79211
Br 6.16053 7.57005 -1.97914
H 7.39385 6.08851 -0.44906
C 3.92503 -4.74411 0.41002
Br 2.61142 -3.80481 1.46951
Br 3.60149 -4.51513 -1.46809
Br 5.71781 -4.23616 0.86529
H 3.83280 -5.79924 0.66726
C -5.33954 -8.24401 -0.09995
Br -6.63333 -7.23519 0.90975
Br -5.59874 -8.01935 -1.98405
Br -3.55019 -7.81270 0.45415
H -5.49519 -9.28933 0.12091
C 4.87777 -8.76068 -0.21208
Br 3.64700 -9.40912 -1.52392
Br 3.94196 -8.08484 1.33516
Br 6.18905 -10.07275 0.26523
H 5.40257 -7.92724 -0.65207
C 5.32412 -6.80282 -4.86319
Br 6.01057 -5.68399 -6.26347
Br 6.38708 -6.62736 -3.26906
Br 3.45327 -6.46828 -4.55646
H 5.41388 -7.82502 -5.19790
C 8.53047 -1.48435 2.50798
Br 8.99408 -1.87743 4.32675
Br 9.05285 -2.89742 1.31289
Br 6.66368 -1.06513 2.32373
H 9.08399 -0.60370 2.21923
C -8.62707 -2.04288 -3.17366
Br -7.61132 -0.52427 -2.57845
Br -9.95243 -2.55481 -1.88119
Br -9.39439 -1.74638 -4.90827
H -7.93500 -2.86731 -3.26739
C 7.85143 12.60774 -0.29684
Br 8.81186 11.97634 1.24622
Br 6.35401 11.47648 -0.70213
Br 7.32550 14.44284 -0.10102
H 8.52777 12.55587 -1.13590
C 3.50732 1.78327 -8.30792
Br 3.14390 1.79473 -10.19055
Br 3.13942 0.06712 -7.52005
Br 5.29356 2.36614 -7.91586
H 2.83604 2.49126 -7.84650
C -7.89454 -9.36133 3.85375
Br -7.39187 -8.06439 5.18477
Br -6.61657 -10.79398 3.74019
Br -9.67362 -10.01828 4.14037
H -7.89071 -8.85603 2.90123
C 5.81242 -1.52302 -4.04329
Br 6.74671 -2.10918 -2.46946
Br 4.23412 -2.56797 -4.36050
Br 5.40964 0.35657 -3.96686
H 6.47068 -1.67117 -4.88597
C 0.52181 -0.01721 -13.09065
Br 0.52588 -0.91238 -11.39151
Br 2.27860 0.01823 -13.86848
Br -0.77505 -0.76997 -14.28916
H 0.23389 1.00703 -12.91045
C 10.15793 2.11296 0.35693
Br 11.09986 1.48819 1.91142
Br 8.54637 1.10237 0.07801
Br 9.82156 4.00029 0.45418
H 10.79727 1.94339 -0.49586
C -13.60713 -2.01572 0.78078
Br -13.62008 -0.63382 2.11416
Br -13.65102 -1.29200 -0.99554
Br -12.11927 -3.21253 1.02106
H -14.50634 -2.59716 0.91324
C -1.69658 2.87759 -5.27290
Br -0.63667 2.33196 -3.74861
Br -3.25299 1.76290 -5.48407
Br -2.16213 4.74351 -5.18984
H -1.08647 2.74210 -6.15370
*
```

Calculated values
ΔE to the lowest compared entry with this formula, charge and spin: 0.0 kJ/mol
E_HOMO: -10.912 eV
gap between HOMO and LUMO: 7.7667 eV
molecular weight: 5608.03 g mol⁻¹
electronic energy: -4346823.3004 eV

***

C4H8N2 | wB97M-V/def2-TZVPD

The geometry in ORCA input format:
```
! wB97M-V def2-TZVPD RIJCOSX def2/J DEFGRID3
* xyz 0 1
C 0.38763 1.59791 1.77762
C 0.89393 -0.02492 -0.99474
C -0.53741 -0.37937 -0.85311
N 0.06553 -1.11233 -1.97958
C -1.04990 -1.26274 0.18557
N -1.40481 -1.94685 1.05062
H -0.04872 0.65116 2.11821
H -0.38733 2.37024 1.76220
H 1.18578 1.89377 2.46316
H 0.80914 1.50844 0.76067
H 1.48792 -0.70214 -0.35834
H -1.26571 0.37253 -1.15362
H 0.10284 -2.12315 -1.86884
H -0.23888 -0.84254 -2.90982
*
```

Calculated values
ΔE to the lowest compared entry with this formula, charge and spin: 382.4 kJ/mol
E_HOMO: -8.542 eV
gap between HOMO and LUMO: 8.9174 eV
molecular weight: 84.12 g mol⁻¹
electronic energy: -7253.9121 eV